[1]
{"formula": "C25H24N4O8RbSSe", "method": "ωB97M-V with the def2-TZVPD basis set", "spin_multiplicity": 1, "de_lowest_ev": 0.000, "max_force_ha_per_bohr": 0.040, "charge": -1, "homo_ev": -5.2, "e_tot_ev": -125497.9067, "species": ["Rb", "O", "C", "O", "C", "C", "C", "C", "C", "N", "C", "O", "O", "H", "H", "H", "H", "C", "N", "C", "Se", "N", "C", "C", "C", "C", "C", "C", "H", "H", "H", "H", "H", "H", "H", "H", "C", "C", "C", "C", "C", "C", "C", "S", "O", "O", "N", "C", "C", "C", "O", "O", "H", "H", "H", "H", "H", "H", "H", "H", "H", "H", "H", "H"], "xyz": [[2.345536, 1.470096, -0.803471], [0.099121, 1.255695, -3.959429], [1.046103, 0.554995, -3.383011], [0.907117, -0.107693, -2.371662], [2.413711, 0.729345, -3.994890], [2.653086, 1.146006, -5.292812], [3.979698, 1.340353, -5.666562], [4.989669, 1.170779, -4.733389], [4.646530, 0.804591, -3.434950], [3.384186, 0.555750, -3.102164], [5.636571, 0.801119, -2.255676], [6.726809, 0.235236, -2.425870], [5.178778, 1.410940, -1.252542], [-0.642708, 1.410656, -3.253165], [1.829581, 1.313191, -5.972943], [4.213307, 1.652962, -6.677369], [6.032525, 1.327256, -4.976503], [3.243778, -2.579969, -1.651762], [2.435047, -2.350837, -0.468021], [1.140162, -2.751685, -0.325354], [0.117842, -3.732178, -1.472287], [0.721988, -2.265432, 0.870289], [1.720361, -1.531844, 1.485223], [1.752982, -0.841756, 2.684825], [2.940351, -0.198468, 3.009410], [4.047877, -0.252822, 2.161601], [4.013517, -0.947696, 0.959118], [2.823623, -1.585131, 0.632489], [2.941317, -3.523123, -2.097283], [4.293227, -2.619054, -1.364420], [3.095722, -1.772661, -2.365501], [-0.228209, -2.343705, 1.202335], [0.884707, -0.813180, 3.331151], [3.006666, 0.360431, 3.934202], [4.955348, 0.270329, 2.433804], [4.874414, -0.953421, 0.301302], [-6.328138, 2.720403, 4.321828], [-5.539457, 1.595824, 3.702982], [-4.162705, 1.506640, 3.872030], [-3.439028, 0.473306, 3.291451], [-4.108317, -0.475334, 2.540044], [-5.486216, -0.413750, 2.359874], [-6.191178, 0.621563, 2.943503], [-3.214074, -1.785255, 1.771520], [-3.938906, -3.018321, 1.898251], [-1.868706, -1.737998, 2.300529], [-3.318457, -1.330914, 0.203355], [-2.834044, 0.012257, -0.209200], [-1.328372, 0.219518, -0.158000], [-0.889114, 1.470389, -0.926699], [-1.486464, 1.679596, -2.029168], [0.042680, 2.146183, -0.442314], [-5.673561, 3.443210, 4.807881], [-7.028525, 2.338238, 5.068054], [-6.912825, 3.243861, 3.562739], [-3.645505, 2.259098, 4.455986], [-2.364646, 0.401057, 3.405679], [-5.977806, -1.175290, 1.767163], [-7.266004, 0.684071, 2.807915], [-2.951624, -2.079911, -0.384678], [-3.356177, 0.750360, 0.400055], [-3.158897, 0.157550, -1.235459], [-0.844168, -0.624138, -0.663174], [-0.950103, 0.278712, 0.863143]], "forces_ev_per_a": [[1.70, 0.25, 1.11], [0.05, 0.04, 0.03], [-0.11, -0.21, -0.21], [-0.20, -0.18, -0.43], [0.10, -0.03, -0.06], [0.00, -0.03, -0.04], [-0.05, 0.01, 0.01], [0.02, -0.10, -0.07], [0.01, 0.10, 0.13], [0.14, -0.13, -0.50], [0.04, 0.08, 0.09], [-0.19, 0.10, -0.03], [0.20, -0.26, -0.09], [-0.05, -0.03, 0.03], [0.02, 0.02, 0.00], [0.02, -0.01, 0.00], [-0.03, 0.00, 0.00], [0.01, -0.01, 0.06], [-0.04, 0.00, -0.01], [0.24, 0.27, 0.22], [-0.07, -0.04, -0.05], [0.09, 0.06, 0.07], [-0.11, -0.08, -0.10], [-0.03, 0.02, 0.04], [-0.06, -0.02, -0.02], [0.03, 0.03, -0.04], [0.05, -0.05, -0.15], [-0.05, -0.11, -0.06], [-0.01, -0.04, 0.00], [-0.01, -0.01, 0.02], [-0.02, 0.04, -0.01], [-0.12, -0.04, 0.07], [0.03, 0.02, -0.02], [0.00, -0.01, -0.01], [-0.01, -0.01, -0.02], [-0.06, 0.05, -0.02], [0.01, -0.05, -0.03], [0.00, 0.04, 0.03], [-0.04, 0.02, 0.00], [0.01, -0.01, -0.01], [-0.06, -0.04, 0.05], [0.08, 0.01, 0.04], [-0.03, -0.01, -0.02], [-0.16, 0.01, -0.12], [0.06, 0.04, -0.02], [0.16, 0.00, -0.04], [0.24, 0.11, -0.07], [0.10, -0.15, 0.07], [-0.07, 0.05, 0.08], [-0.21, 0.08, -0.12], [0.14, -0.01, 0.21], [-1.53, 0.19, -0.02], [-0.01, -0.02, -0.01], [0.02, 0.01, -0.01], [0.02, 0.00, 0.03], [-0.01, -0.01, -0.02], [-0.05, 0.01, 0.01], [-0.01, 0.04, 0.03], [0.05, -0.01, 0.00], [-0.07, 0.00, 0.03], [-0.03, 0.00, 0.00], [-0.07, -0.04, -0.05], [0.03, 0.07, 0.00], [-0.04, -0.04, 0.00]]}

***

[2]
{"formula": "C6H19N4Ti", "method": "ωB97M-V with the def2-TZVPD basis set", "spin_multiplicity": 3, "max_force_ha_per_bohr": 0.070, "charge": 1, "homo_ev": [-8.8, -11.1], "e_tot_ev": -35598.1923, "species": ["Ti", "N", "C", "C", "N", "C", "C", "N", "C", "C", "N", "H", "H", "H", "H", "H", "H", "H", "H", "H", "H", "H", "H", "H", "H", "H", "H", "H", "H", "H"], "xyz": [[-1.139729, -0.543875, 0.332362], [-0.732263, -1.928189, -1.139735], [0.180008, -1.293495, -2.088688], [0.144690, 0.235228, -1.899770], [0.283759, 0.601403, -0.491538], [1.605226, 0.270188, 0.069923], [1.590034, -1.063407, 0.842690], [0.350618, -1.201329, 1.594483], [-0.152938, 1.958940, -0.174529], [-0.594308, 2.042725, 1.303494], [-1.588969, 1.011839, 1.589893], [-0.392429, -2.858797, -0.806706], [-1.642267, -2.060526, -1.637594], [-0.109324, -1.551976, -3.113460], [1.196211, -1.674689, -1.950258], [-0.826169, 0.583556, -2.276270], [0.914164, 0.713814, -2.517574], [1.931387, 1.045417, 0.775264], [2.384017, 0.248897, -0.702944], [2.445252, -1.105499, 1.526452], [1.700203, -1.911479, 0.162887], [0.416815, -0.570826, 2.425611], [0.196673, -2.183839, 1.917151], [-1.021053, 2.233255, -0.788155], [0.630055, 2.696421, -0.388627], [-1.015102, 3.031956, 1.513693], [0.262395, 1.913784, 1.972670], [-2.522346, 1.369095, 1.281365], [-1.630526, 0.766523, 2.605349], [-2.864082, -0.775115, 0.062559]], "forces_ev_per_a": [[-3.08, -1.83, 0.44], [-0.42, -2.30, -1.43], [0.78, 0.08, -0.57], [0.04, -0.32, -1.00], [1.57, 1.13, -0.89], [0.47, -0.15, 0.50], [0.89, -0.24, -0.37], [0.43, -0.70, 2.51], [-0.27, 0.96, 0.52], [0.42, 0.73, 0.07], [-1.39, 1.47, 1.53], [-0.50, 0.92, -0.83], [0.85, -0.24, 0.89], [0.24, 0.26, 0.05], [-0.11, 0.08, 0.00], [0.07, 0.13, 0.24], [-0.05, -0.03, -0.04], [-0.34, 0.04, -0.22], [-0.19, -0.06, 0.00], [0.07, 0.08, -0.26], [-0.13, 0.07, 0.08], [-0.08, -1.02, -0.46], [0.47, 1.13, -0.05], [0.20, -0.25, -0.06], [-0.06, 0.03, 0.06], [0.35, 0.08, -0.14], [-0.04, 0.01, -0.09], [0.83, -0.67, 0.76], [-0.23, 0.68, -1.05], [-0.80, -0.04, -0.21]]}

***

[3]
{"formula": "C6H8ClN3O5", "method": "ωB97M-V with the def2-TZVPD basis set", "smiles": "CO[C@]1(C)NC(=O)NC(=O)[C@]1(Cl)[N+](=O)[O-]", "spin_multiplicity": 1, "max_force_ha_per_bohr": 0.076, "charge": 0, "homo_ev": -10.8, "e_tot_ev": -33578.5409, "species": ["C", "O", "C", "C", "N", "C", "O", "N", "C", "O", "C", "Cl", "N", "O", "O", "H", "H", "H", "H", "H", "H", "H", "H"], "xyz": [[-1.035221, 0.200846, 1.382049], [0.306824, 0.556057, 1.037196], [0.781229, 0.156868, -0.252132], [0.272872, 1.120474, -1.322410], [0.370885, -1.180642, -0.620553], [0.874684, -2.324267, -0.080482], [0.413342, -3.427786, -0.162354], [2.068074, -2.187391, 0.605177], [2.885058, -1.102668, 0.832216], [3.901027, -1.047040, 1.473148], [2.367799, 0.090716, -0.058545], [3.158698, -0.150279, -1.704398], [2.728588, 1.369490, 0.537206], [2.884755, 1.425256, 1.707694], [2.807904, 2.225946, -0.289785], [-1.332854, 0.547481, 2.411701], [-1.330322, -0.791893, 1.455687], [-1.624670, 0.743776, 0.555621], [-0.641384, 0.623705, -1.817683], [1.016856, 1.289205, -2.000812], [-0.038999, 1.930423, -0.718541], [-0.532220, -1.336538, -1.005525], [2.590351, -2.910831, 1.048131]], "forces_ev_per_a": [[-0.94, 3.60, -1.04], [0.50, -1.08, 0.88], [0.05, -1.29, 0.30], [-2.68, -2.50, 1.43], [0.67, -0.20, 0.50], [0.78, -0.41, 0.47], [-0.98, -0.40, -0.47], [2.56, 1.35, 1.52], [-1.11, 1.84, -1.66], [-0.84, -0.74, -0.40], [-0.69, -1.56, -0.73], [-0.48, 0.12, 1.38], [0.52, -0.62, -1.09], [0.08, 0.51, 1.55], [0.23, 2.40, -0.48], [0.85, 0.50, -1.19], [0.27, -2.34, -0.62], [-0.08, -0.93, 1.58], [1.39, 1.00, 0.59], [1.60, 0.88, -1.90], [-0.26, 1.47, -0.19], [-0.60, 0.18, -0.42], [-0.83, -1.80, 0.00]]}

***

[4]
{"formula": "C7H6O2S", "method": "ωB97M-V with the def2-TZVPD basis set", "smiles": "O=COc1ccccc1S", "spin_multiplicity": 1, "de_lowest_ev": 0.241, "max_force_ha_per_bohr": 0.088, "charge": 0, "homo_ev": -9.0, "e_tot_ev": -22285.3188, "species": ["O", "C", "O", "C", "C", "C", "C", "C", "C", "S", "H", "H", "H", "H", "H", "H"], "xyz": [[3.855452, -0.864803, -0.180683], [2.780491, -0.629956, -0.517298], [1.781951, -0.794973, 0.317552], [0.458181, -0.423503, 0.233958], [-0.448741, -1.462583, 0.265518], [-1.827912, -1.147611, 0.326407], [-2.291750, 0.160229, 0.262890], [-1.375504, 1.230193, 0.256072], [-0.026815, 0.892752, 0.182188], [1.199871, 2.171099, -0.008758], [2.558681, -0.200117, -1.551132], [0.143418, -2.471833, 0.194128], [-2.518904, -1.989734, 0.342020], [-3.296524, 0.388651, 0.443286], [-1.623379, 2.275652, 0.343136], [0.631487, 2.866534, -0.909284]], "forces_ev_per_a": [[4.07, -1.10, 1.05], [-2.23, 2.14, -3.33], [-1.56, -0.04, 1.68], [-1.09, 0.16, -0.69], [0.86, -0.89, -0.10], [0.69, -1.19, -0.67], [1.85, 0.47, 0.92], [0.47, -1.79, -0.15], [1.10, 0.75, -0.25], [1.31, -0.90, 1.83], [-0.35, -0.55, 1.04], [-2.12, 1.56, 0.38], [-0.03, 0.34, 0.10], [-1.48, 0.05, -0.14], [-0.34, -0.01, -0.16], [-1.14, 0.99, -1.50]]}

***

| no. | molar mass (g/mol) |
| --- | --- |
| 1 | 705.0 |
| 2 | 195.1 |
| 3 | 237.6 |
| 4 | 154.2 |